10
Properties=species:S:1:pos:R:3:mulliken_charge:R:1 method="wB97M-V/def2-TZVPD" homo_ha=-0.313 total_charge=0 e_above_lowest_kcal_mol=41.35 max_force_ha_per_bohr=0.140 total_energy_ha=-392.7277 homo_lumo_gap_ev=9.1 smiles="Nc1n[nH]c(=O)o1" lumo_ev=0.59
C 0.02582 0.61045 -0.18728 0.468
C -0.32673 -1.18613 1.10176 0.465
H 0.10775 2.00446 -1.73031 0.304
H 0.27335 2.62706 -0.06560 0.271
H 0.43661 -2.36391 -0.57299 0.178
N -0.05039 1.81589 -0.62450 -0.418
N 0.09661 -0.39177 -0.99442 -0.585
N 0.17922 -1.53531 -0.17742 0.102
O -0.58926 -1.80888 2.05050 -0.478
O -0.15298 0.22813 1.20026 -0.307